[1]
A cluster of 2 separate species, C4H9N2OS in total at a distorted geometry. Source: the OMol25 dataset; level of theory: ωB97M-V/def2-TZVPD.

Positions of all 17 atoms, in Å:
C 1.03 -0.78 -1.19
C -0.12 1.35 -1.14
C 0.81 0.46 1.02
C 0.46 0.19 -0.41
N -0.84 -2.37 0.30
N -1.25 -1.27 -0.27
O 1.57 -1.81 -0.72
S 0.86 -0.71 -2.90
H 0.70 1.98 -1.21
H -0.59 0.99 -2.02
H -0.81 1.99 -0.43
H 0.27 -0.13 1.68
H 0.69 1.44 1.26
H 1.87 0.28 1.04
H 0.13 -2.81 0.10
H -0.77 -2.06 1.31
H -1.19 -1.16 -1.36

Properties
Energy relative to the best compared isomer or geometry (same formula, charge and spin) in kcal/mol: 101.41
Highest occupied orbital energy (alpha / beta) in Ha: -0.108 / -0.107
Strongest force on any atom in eV/A: 4.9
Total charge: -1
LUMO level (alpha / beta) in eV: 3.8 / 3.8
Kohn-Sham gap (alpha / beta) in eV: 6.743 / 6.735
Calculated total energy in Eh: -740.662396


[2]
A cluster of 2 separate species, C6H17NO in total at a distorted geometry. Source: the OMol25 dataset; level of theory: ωB97M-V/def2-TZVPD.

Positions of all 25 atoms, in Å:
C 0.58 0.67 -1.17
N 0.18 1.90 -0.48
C -1.26 1.96 -0.08
C -1.50 1.89 1.41
C 1.31 -0.42 -0.32
C 0.70 -2.22 -1.94
C 0.57 -1.77 -0.45
H -0.33 0.15 -1.46
H 1.12 0.92 -2.07
H 0.80 2.22 0.25
H -1.59 2.96 -0.40
H -1.72 1.16 -0.64
H -1.08 1.03 1.90
H -2.56 2.04 1.63
H -1.07 2.79 1.86
H 1.35 -0.17 0.75
H 2.36 -0.64 -0.54
H 0.96 -1.36 -2.56
H 1.63 -2.80 -2.05
H -0.05 -2.80 -2.49
H -0.50 -1.68 -0.26
H 1.02 -2.53 0.17
H -0.40 -0.30 2.82
H -0.49 -1.89 2.92
O -0.05 -1.09 3.18

Properties
Energy relative to the best compared isomer or geometry (same formula, charge and spin) in kcal/mol: 31.56
Highest occupied orbital energy in Ha: -0.309
Strongest force on any atom in eV/A: 1.9
LUMO level in eV: 0.9
Kohn-Sham gap in eV: 9.291
Calculated total energy in Eh: -368.750555


[3]
An isolated molecule of C6H15NO at a distorted geometry. Source: the OMol25 dataset; level of theory: ωB97M-V/def2-TZVPD.

Positions of all 23 atoms, in Å:
C 0.40 0.40 -0.13
C -0.96 -0.07 0.74
C 1.50 -0.37 0.57
C 0.28 0.08 -1.61
C -2.15 0.75 0.26
C -1.27 -1.56 0.66
N 2.88 0.22 0.12
O 0.53 1.78 0.10
H 1.11 2.15 -0.58
H -0.77 0.20 1.78
H 3.03 1.13 0.54
H 3.14 -0.07 -0.82
H 1.51 -1.42 0.26
H 1.47 -0.25 1.65
H -0.53 0.66 -2.05
H 1.21 0.33 -2.12
H 0.09 -0.98 -1.77
H -2.44 0.46 -0.75
H -2.18 -1.78 1.22
H -1.43 -1.87 -0.37
H -1.92 1.81 0.28
H -3.01 0.59 0.91
H -0.48 -2.17 1.09

Properties
Energy relative to the best compared isomer or geometry (same formula, charge and spin) in kcal/mol: 30.70
Highest occupied orbital energy in Ha: -0.322
Strongest force on any atom in eV/A: 4.1
LUMO level in eV: 0.9
Kohn-Sham gap in eV: 9.676
Calculated total energy in Eh: -367.582371


[4]
The ion C5H12N with charge +1 at a distorted geometry. Source: the OMol25 dataset; level of theory: ωB97M-V/def2-TZVPD.

Positions of all 18 atoms, in Å:
C -1.24 -0.60 0.37
C -0.98 -0.13 -1.07
C 0.43 0.44 -1.37
C 1.20 1.25 1.06
C 0.90 1.37 -0.26
N -0.05 -1.43 0.92
H -1.99 -1.39 0.35
H -1.30 0.25 1.04
H -1.02 -1.07 -1.63
H -1.76 0.59 -1.25
H 0.47 0.96 -2.32
H 1.15 -0.39 -1.41
H 1.98 0.60 1.45
H 0.66 1.96 1.68
H 0.91 2.42 -0.58
H -0.08 -1.41 1.94
H -0.11 -2.37 0.54
H 0.83 -1.04 0.56

Properties
Energy relative to the best compared isomer or geometry (same formula, charge and spin) in kcal/mol: 68.05
Highest occupied orbital energy in Ha: -0.465
Strongest force on any atom in eV/A: 2.3
Total charge: +1
LUMO level in eV: -3.6
Kohn-Sham gap in eV: 9.065
Calculated total energy in Eh: -252.122677


[5]
A cluster of 5 separate species, C15H21F4O16P in total at a distorted geometry. Source: the OMol25 dataset; level of theory: ωB97M-V/def2-TZVPD.

Positions of all 57 atoms, in Å:
C -10.47 22.53 11.29
O -9.47 23.53 11.33
P -7.97 23.17 11.64
O -7.69 22.51 12.91
O -7.49 22.35 10.36
C -7.36 20.94 10.43
O -7.26 24.56 11.44
C -7.55 25.43 10.34
H -10.32 21.75 12.04
H -10.43 22.01 10.32
H -11.46 22.95 11.45
H -6.32 20.66 10.62
H -7.70 20.47 9.51
H -7.89 20.46 11.26
H -6.60 25.73 9.92
H -8.10 26.30 10.69
H -8.17 24.92 9.60
C -14.67 21.54 4.80
C -14.13 20.69 3.65
O -13.04 21.41 3.16
C -12.71 22.41 4.03
O -11.72 23.06 3.98
O -13.64 22.51 4.99
F -15.04 20.57 2.64
H -14.76 21.01 5.74
H -15.61 22.02 4.52
H -13.81 19.70 3.98
C -10.16 23.06 7.08
C -10.20 24.54 7.43
O -10.96 24.51 8.60
C -11.93 23.54 8.41
O -12.94 23.48 9.02
O -11.53 22.71 7.43
F -10.84 25.23 6.42
H -9.52 22.46 7.72
H -10.10 22.89 6.01
H -9.24 25.04 7.53
C -5.04 26.19 4.81
C -6.07 25.68 3.81
O -7.03 25.05 4.61
C -6.49 24.76 5.83
O -6.93 23.96 6.58
O -5.39 25.50 6.02
F -5.50 24.74 3.00
H -5.10 27.26 5.02
H -4.06 25.82 4.53
H -6.56 26.43 3.20
C -12.25 18.00 9.46
C -11.46 19.25 9.83
O -11.34 19.91 8.59
C -12.45 19.60 7.86
O -12.86 20.21 6.93
O -13.03 18.47 8.36
F -10.21 18.93 10.28
H -12.88 17.68 10.29
H -11.55 17.26 9.08
H -11.92 19.90 10.57

Properties
Highest occupied orbital energy in Ha: -0.388
Strongest force on any atom in eV/A: 1.4
LUMO level in eV: 0.4
Kohn-Sham gap in eV: 11.005
Calculated total energy in Eh: -2528.989990


[6]
An isolated molecule of C5H7N. Source: the OMol25 dataset; level of theory: ωB97M-V/def2-TZVPD.

Positions of all 13 atoms, in Å:
C -0.51 1.84 -0.40
C -0.03 0.44 -0.16
C 1.22 -0.08 0.10
N 1.07 -1.42 0.40
C -0.25 -1.76 0.32
C -0.94 -0.64 -0.04
H -0.98 2.23 0.51
H 0.26 2.55 -0.71
H -1.29 1.84 -1.17
H 2.20 0.38 0.14
H 1.81 -2.06 0.63
H -0.59 -2.75 0.57
H -2.01 -0.57 -0.20

Properties
Energy relative to the best compared isomer or geometry (same formula, charge and spin) in kcal/mol: 2.94
Highest occupied orbital energy in Ha: -0.299
Strongest force on any atom in eV/A: 0.2
LUMO level in eV: 1.1
Kohn-Sham gap in eV: 9.228
Calculated total energy in Eh: -249.468559